The following is a DFT calculation (ωB97M-V with the def2-TZVPD basis set) of a molecular structure, C25H30FN4O3RhSSi.

Geometry as ORCA input:
```
! wB97M-V def2-TZVPD RIJCOSX def2/J DEFGRID3
* xyz 2 1
Rh -0.8861 3.0103 1.3225
F -2.2999 -1.1795 -3.7322
C -1.9337 -1.6178 -2.5112
C -1.8503 -0.6859 -1.5150
C -1.4337 -1.0314 -0.2266
C -1.2821 0.0556 0.7343
O -1.6442 1.2111 0.4046
C -0.6992 -0.3595 1.9676
C -0.5090 -1.6915 2.2126
N -0.7504 -2.7015 1.3599
C -0.6488 -4.0150 1.9463
C 0.0218 -5.2070 1.3274
C -1.4666 -5.1962 1.5214
C -1.1379 -2.3815 0.0683
C -1.2530 -3.3120 -0.9745
C -1.6545 -2.9774 -2.2676
N -1.7197 -3.9689 -3.2496
C -2.3152 -5.2539 -2.9339
C -1.5238 -6.3518 -3.6616
N -0.9231 -5.7673 -4.8909
C -1.8832 -4.8312 -5.5234
C -1.9896 -3.5894 -4.6332
C -0.2582 0.5668 3.1171
O 0.1031 0.0395 4.1450
O -0.2880 1.8166 2.8988
H -2.1174 0.3383 -1.7207
H -0.1389 -1.9433 3.1981
H -0.5016 -3.9148 3.0134
H 0.6157 -5.8169 1.9909
H 0.4460 -5.1284 0.3398
H -1.8909 -5.7965 2.3097
H -2.1267 -5.0880 0.6774
H -0.9736 -4.3340 -0.8021
H -3.3672 -5.2666 -3.2444
H -2.2970 -5.4402 -1.8630
H -2.1910 -7.1656 -3.9419
H -0.7260 -6.7526 -3.0372
H -0.6324 -6.5062 -5.5404
H -0.0913 -5.2225 -4.6277
H -2.8417 -5.3422 -5.6286
H -1.5404 -4.5450 -6.5161
H -2.9853 -3.1483 -4.7650
H -1.2456 -2.8457 -4.9299
C 4.1964 7.6467 2.6260
Si 3.5304 6.0640 1.8161
C 3.6627 6.0711 -0.0813
C 4.2857 4.4788 2.5560
C 1.6533 6.0107 2.2161
C 1.0624 6.8919 3.1172
C -0.2890 6.8284 3.4067
C -1.0633 5.8680 2.7653
N -0.5278 5.0334 1.8888
C 0.7989 5.0860 1.6220
S 1.2528 3.8128 0.5290
H 5.2503 7.7594 2.3974
H 4.1046 7.6205 3.7078
H 3.6910 8.5355 2.2602
H 4.6946 6.1731 -0.3979
H 3.1024 6.8977 -0.5070
H 3.2768 5.1471 -0.5002
H 5.3519 4.4538 2.3585
H 3.8379 3.5924 2.1161
H 4.1467 4.4362 3.6316
H 1.6765 7.6414 3.5876
H -0.7393 7.5150 4.1054
H -2.1251 5.7730 2.9604
*
```

## Properties
Maximum force ... 3.858 eV/Å
Orbital gap (alpha / beta) ... 6.2 / 6.2 eV
HOMO level (alpha / beta) ... -13.24 / -13.24 eV

The following is a DFT calculation (ωB97M-V with the def2-TZVPD basis set) of C6H11N3 in the gas phase.

Geometry as ORCA input:
```
! wB97M-V def2-TZVPD RIJCOSX def2/J DEFGRID3
* xyz 0 1
H -0.2244 3.7198 -0.3512
N -1.0242 2.9232 -0.2239
C -0.9029 1.6953 -0.2148
C 0.3609 1.0889 -0.9584
C 0.4526 -0.3462 -0.4375
C 1.5168 -1.2715 -0.9605
N 1.9613 -2.3275 -0.0952
C -0.6651 -0.5037 0.4112
C -0.9762 -1.4070 1.6260
N -1.4920 0.7600 0.5837
H 0.0021 1.3247 -2.0296
H 1.3117 1.8053 -0.5686
H 1.0593 -1.6413 -2.0411
H 2.4570 -0.5135 -0.8723
H 2.4770 -3.1139 -0.7609
H 2.9767 -1.9768 0.4474
H -0.1976 -2.1798 1.6029
H -2.0555 -1.9839 1.6846
H -0.7932 -1.2522 2.7115
H -1.8453 0.7872 1.5295
*
```

## Properties
Maximum force ... 6.116 eV/Å
Orbital gap ... 8.6 eV
HOMO level ... -7.95 eV
Energy relative to the best compared isomer or geometry (same formula, charge and spin) ... 128.16 kcal/mol

The following is a DFT calculation (ωB97M-V with the def2-TZVPD basis set) of a gas-phase ion, C5H13NO (charge +1).

Geometry as ORCA input:
```
! wB97M-V def2-TZVPD RIJCOSX def2/J DEFGRID3
* xyz 1 2
C -2.0700 0.5258 0.9409
C -1.0668 0.0243 -0.2282
C 0.1534 -0.6563 0.4223
C 1.4820 0.0403 0.5235
C 2.1745 0.0236 -0.8110
O 3.2152 1.1095 -0.8851
N -1.8941 -0.8340 -1.0068
H -1.5349 1.3058 1.4803
H -3.0681 0.7154 0.4950
H -1.9864 -0.3205 1.5778
H -0.6377 0.8210 -0.8604
H 0.3734 -1.7052 0.1225
H -0.3145 -0.9510 1.4040
H 1.2250 1.0714 0.9203
H 2.0548 -0.3963 1.4275
H 1.4408 0.1181 -1.6634
H 2.7867 -0.9853 -0.9007
H 2.7662 1.9349 -0.6224
H -2.6735 -1.3076 -0.3885
H -2.4261 -0.5338 -1.9477
*
```

## Properties
⟨S²⟩ ... 0.75
Maximum force ... 4.402 eV/Å
Orbital gap (alpha / beta) ... 9.9 / 5.2 eV
HOMO level (alpha / beta) ... -13.70 / -13.70 eV
Energy relative to the best compared isomer or geometry (same formula, charge and spin) ... 71.24 kcal/mol

The following is a DFT calculation (ωB97M-V with the def2-TZVPD basis set) of 10 unconnected molecules or ions with the total composition C35H65F15O25S5.

Geometry as ORCA input:
```
! wB97M-V def2-TZVPD RIJCOSX def2/J DEFGRID3
* xyz -1 2
O 4.9287 2.2096 35.7932
S 6.2686 2.6924 35.5080
O 7.3504 1.7925 35.8397
O 6.3408 3.0765 33.8804
C 5.0956 3.4429 33.3246
C 5.3622 3.8378 31.8162
C 6.6003 4.3046 36.2986
H 4.5151 4.1913 33.8641
H 4.4947 2.5386 33.2286
H 5.7112 2.9968 31.2171
H 6.1125 4.6269 31.8661
H 4.4820 4.2574 31.3290
H 5.7945 4.9913 36.0392
H 7.5117 4.6642 35.8210
H 6.7954 4.1475 37.3594
O 1.8081 3.9612 20.3966
S 2.6366 3.7378 21.6130
O 3.4428 2.5246 21.7635
O 3.4946 5.1197 21.9209
C 4.6605 5.0861 22.6802
C 4.4710 5.3537 24.1850
C 1.5484 3.8124 23.0674
H 5.3126 5.8482 22.2535
H 5.2332 4.1619 22.6033
H 4.6811 6.4010 24.4023
H 5.1902 4.7528 24.7416
H 3.4405 5.1052 24.4390
H 0.6807 3.1899 22.8490
H 1.1687 4.8230 23.2176
H 2.1144 3.3524 23.8774
O -3.1999 0.3798 32.1163
S -1.9258 1.0256 32.3008
O -1.4502 1.4993 33.5256
O -0.7682 0.0333 31.6045
C 0.5527 0.4744 31.2901
C 1.4964 0.4368 32.4443
C -1.8106 2.4674 31.1351
H 0.5401 1.4581 30.8206
H 0.9486 -0.1207 30.4672
H 0.8531 0.8042 33.2438
H 2.3241 1.1424 32.3724
H 1.8634 -0.5479 32.7338
H -1.7528 2.0929 30.1131
H -0.8851 2.9982 31.3582
H -2.6958 3.0924 31.2532
O 7.4750 10.1591 28.6656
S 7.5017 11.5627 28.2577
O 8.1172 12.6643 29.0332
O 8.0542 11.5551 26.6823
C 8.4572 12.8011 26.1186
C 10.0281 12.7324 25.9362
C 5.7632 12.1168 27.8617
H 8.1569 13.6257 26.7652
H 7.9769 12.9189 25.1473
H 10.2662 11.7776 25.4674
H 10.6634 12.7983 26.8195
H 10.3232 13.5544 25.2840
H 5.3378 11.3681 27.1935
H 5.8333 13.1210 27.4436
H 5.2899 12.1502 28.8431
O 2.5849 12.0858 26.5773
S 1.7866 11.5594 25.4554
O 1.6946 12.3881 24.2380
O 2.1780 10.0281 25.0191
C 2.3062 9.0819 26.0538
C 2.1928 7.6079 25.4766
C -0.0029 11.2791 25.8691
H 1.6932 9.2387 26.9413
H 3.3620 9.1039 26.3240
H 1.1352 7.3571 25.3950
H 2.7674 6.9253 26.1026
H 2.6940 7.5872 24.5088
H -0.1757 10.9523 26.8945
H -0.4262 10.5983 25.1305
H -0.3601 12.2751 25.6073
C 1.3453 7.0459 29.4496
C -0.0449 6.4297 29.2329
O -0.2005 5.7613 28.0182
C -0.4175 4.3996 27.8628
O -0.5168 3.6333 28.7988
C -0.5474 3.8480 26.4564
F -1.7325 3.2644 26.3622
F -0.4845 4.8364 25.5361
F 0.3683 2.9100 26.2557
H 1.4034 7.5458 30.4165
H 1.5739 7.7452 28.6454
H 2.1070 6.2689 29.3862
H -0.7511 7.2422 29.4038
H -0.3162 5.6718 29.9678
C 7.7999 7.9654 31.9864
C 7.3281 7.5904 33.3169
O 5.9255 7.1738 33.2193
C 4.9831 7.9930 33.6691
O 5.1709 8.9737 34.4280
C 3.5190 7.6263 33.2344
F 3.5688 7.0621 31.9931
F 3.0303 6.7132 34.1575
F 2.7684 8.6609 33.1824
H 7.8861 7.0577 31.3892
H 8.8256 8.3253 31.9051
H 7.1927 8.7212 31.4882
H 7.4660 8.4692 33.9468
H 7.8911 6.7750 33.7710
C 6.2320 6.6131 28.9299
C 5.0486 6.0711 28.2308
O 4.5310 4.8121 28.7478
C 3.4174 4.2028 28.2264
O 2.6182 4.7540 27.4673
C 3.1244 2.7300 28.7063
F 4.1993 2.1921 29.1419
F 2.3128 2.8324 29.7504
F 2.5740 1.9700 27.7581
H 5.8612 6.9589 29.8948
H 6.6871 7.4236 28.3606
H 6.9982 5.8418 29.0077
H 5.3125 5.8095 27.2061
H 4.2801 6.8439 28.2176
C 4.1043 -3.3732 27.4488
C 3.9472 -2.1669 28.3472
O 5.2482 -1.6595 28.6291
C 5.6737 -0.5589 28.0493
O 5.1002 0.0449 27.1605
C 7.0275 -0.0029 28.5862
F 7.6242 -0.8673 29.4213
F 7.8796 0.0385 27.5917
F 6.9040 1.2411 29.1723
H 4.7024 -3.1884 26.5564
H 3.1233 -3.8112 27.2647
H 4.8351 -4.0990 27.8057
H 3.3411 -2.4633 29.2033
H 3.2827 -1.4110 27.9288
C 10.5013 5.5888 30.8510
C 10.2710 4.3160 29.9283
O 11.2894 4.2415 28.8832
C 11.3441 5.0383 27.7858
O 10.6716 6.0364 27.6087
C 12.4660 4.7215 26.7731
F 12.9912 3.5144 27.0172
F 11.9880 4.8348 25.5496
F 13.4532 5.6056 26.8696
H 10.3354 6.3193 30.0592
H 11.4911 5.4610 31.2893
H 9.8247 5.5272 31.7033
H 9.2570 4.1959 29.5468
H 10.3062 3.4510 30.5907
*
```

## Properties
⟨S²⟩ ... 0.75
Maximum force ... 6.667 eV/Å
Orbital gap (alpha / beta) ... 2.6 / 7.8 eV
HOMO level (alpha / beta) ... -0.87 / -6.06 eV

The following is a DFT calculation (ωB97M-V with the def2-TZVPD basis set) of C19H26N4O2 in the gas phase.

Geometry as ORCA input:
```
! wB97M-V def2-TZVPD RIJCOSX def2/J DEFGRID3
* xyz 0 1
C -2.4228 1.0528 -1.6006
C -1.9066 2.0747 -0.5865
N -0.4624 2.1735 -0.6009
C 0.1180 2.9678 -1.6699
C 0.0171 4.4960 -1.4516
N 0.7758 5.0901 -0.3786
C 0.2618 4.8599 0.9543
C 2.2018 4.8458 -0.4494
C 0.3720 1.5136 0.2192
O 1.5873 1.5762 0.1044
C -0.2101 0.7282 1.4085
N -1.1271 -0.3337 1.1083
N -2.4175 -0.1649 1.4181
C -3.0368 -1.2951 1.1264
C -2.1301 -2.2262 0.6215
C -0.8995 -1.5780 0.6221
C 0.3033 -2.2818 0.2379
C 1.5565 -1.7153 0.0251
C 2.6610 -2.4958 -0.2769
C 4.0022 -1.8654 -0.4989
C 2.5020 -3.8745 -0.3612
C 1.2641 -4.4581 -0.1761
C 0.1512 -3.6767 0.1081
O -1.0259 -4.3393 0.3054
C -2.2454 -3.6277 0.1391
H -2.2108 1.3657 -2.6202
H -1.9598 0.0828 -1.4382
H -3.4976 0.9439 -1.4888
H -2.3147 3.0597 -0.8279
H -2.2549 1.7979 0.4087
H -0.3898 2.7245 -2.6065
H 1.1673 2.6822 -1.7554
H 0.3587 4.9624 -2.3821
H -1.0296 4.7779 -1.3067
H -0.8215 4.9694 0.9543
H 0.6838 5.6166 1.6178
H 0.5220 3.8733 1.3595
H 2.7018 5.5276 0.2384
H 2.4764 3.8177 -0.1778
H 2.5508 5.0548 -1.4594
H 0.6516 0.3251 1.9513
H -0.7420 1.4267 2.0626
H -4.0912 -1.3947 1.2878
H 1.6854 -0.6481 0.0855
H 3.9337 -0.7831 -0.4287
H 4.3894 -2.1296 -1.4821
H 4.7154 -2.2191 0.2450
H 3.3553 -4.4978 -0.5859
H 1.1343 -5.5265 -0.2484
H -2.9973 -4.1902 0.6999
H -2.5271 -3.6454 -0.9297
*
```

## Properties
Maximum force ... 1.028 eV/Å
Orbital gap ... 8.7 eV
HOMO level ... -7.92 eV
Energy relative to the best compared isomer or geometry (same formula, charge and spin) ... 68.43 kcal/mol